# 1
This record from the OMol25 dataset describes a single C5H7NO molecule at a distorted geometry. The level of theory is wB97M-V/def2-TZVPD.

Summary:
HOMO   -7.720 eV
Gap between HOMO and LUMO   0.3086 Eh
SMILES   C=C(C)N1C=C1O
Energy above the lowest of the compared OMol25 structures with the same formula, charge and spin   4.449 eV
E_tot   -8831.7539 eV
E_LUMO   0.68 eV

CARTESIAN COORDINATES (ANGSTROEM)
C (1.717719, 0.690297, -0.114872)
N (-0.560225, 0.403047, 0.715446)
C (-1.850531, 0.286543, 0.070659)
C (0.569717, -0.231808, 0.159743)
C (-1.323811, 1.454453, -0.072699)
C (0.640688, -1.551996, 0.019711)
O (-2.787643, -0.612767, -0.100703)
H (-2.577526, -1.415652, 0.395292)
H (-1.177017, 2.421157, -0.467568)
H (1.928098, 1.286203, 0.771447)
H (2.606430, 0.132488, -0.394541)
H (1.458278, 1.373137, -0.924681)
H (-0.194971, -2.199285, 0.227425)
H (1.550794, -2.035818, -0.284658)

Forces on atoms 1 to 3 (eV/Å):
-0.2 -0.1 0.1
-0.1 -0.2 1.0
0.9 1.1 -0.3

The computed Mulliken charges, all in e, follow: number 1, C, carries -1.19; number 2, N, carries -0.43; number 3, C, carries 0.61; number 4, C, carries 1.14; number 5, C, carries -0.64; number 6, C, carries -1.08; number 7, O, carries -0.43; number 8, H, carries 0.35; number 9, H, carries 0.34; number 10, H, carries 0.31; number 11, H, carries 0.36; number 12, H, carries 0.28; number 13, H, carries 0.11; number 14, H, carries 0.27


# 2
This record from the OMol25 dataset describes a molecular structure, C22H30CrN3O3S4Sb. The level of theory is wB97M-V/def2-TZVPD.

Summary:
HOMO (spin up / spin down)   -0.708 / -0.781 eV
Gap between HOMO and LUMO (spin up / spin down)   0.1736 / 0.1764 Eh
Energy above the lowest of the compared OMol25 structures with the same formula, charge and spin   0.369 eV
Charge   -2
E_tot   -112216.7084 eV
Spin multiplicity   3
E_LUMO (spin up / spin down)   4.02 / 4.02 eV

CARTESIAN COORDINATES (ANGSTROEM)
Cr (-1.124240, -0.925369, -0.060510)
S (-4.394627, -4.013653, 0.268106)
Sb (-3.903292, -2.119126, 1.575306)
S (-3.371228, -0.389129, -0.075542)
S (-1.520012, -2.277742, 1.904404)
C (0.604193, 1.149836, -1.873189)
C (-0.727733, 0.446318, -1.690566)
O (-0.768697, -0.816659, -1.988218)
H (1.028380, 0.840544, -2.835456)
H (1.279121, 0.859577, -1.069002)
H (0.535388, 2.236666, -1.857219)
C (-0.390528, -6.082770, -1.826155)
C (-1.505378, -5.299380, -1.168708)
N (-1.060925, -3.946152, -0.903351)
C (0.222935, -3.586297, -0.644226)
N (0.468985, -2.380305, -0.245034)
C (1.799258, -1.997413, 0.186007)
C (2.884764, -2.842747, -0.455753)
C (2.520114, -4.302230, -0.292042)
N (1.215875, -4.544060, -0.869194)
C (0.841754, -5.940308, -0.957700)
H (-0.175548, -5.676959, -2.818658)
H (-0.671139, -7.132415, -1.931647)
H (-1.811336, -5.785279, -0.235191)
H (-2.399684, -5.244114, -1.788645)
H (-1.762148, -3.411520, -0.388138)
H (1.849721, -2.062017, 1.280644)
H (1.949291, -0.945936, -0.050946)
H (3.856416, -2.639353, 0.001988)
H (2.951824, -2.608069, -1.521590)
H (2.532153, -4.569477, 0.777413)
H (3.235554, -4.959334, -0.798036)
H (0.638871, -6.363823, 0.040018)
H (1.698045, -6.482965, -1.371210)
O (-2.596163, 7.844561, -0.666601)
C (-2.095915, 6.801430, 0.061469)
O (-1.723083, 7.005916, 1.186545)
C (-2.067975, 5.478475, -0.616470)
C (-1.866871, 4.335005, 0.166158)
C (-1.867465, 3.079979, -0.406856)
C (-2.050399, 2.931976, -1.792243)
S (-2.144830, 1.338882, -2.502163)
C (-2.220042, 4.076568, -2.573035)
C (-2.240900, 5.330935, -1.992965)
H (-2.948874, 7.498621, -1.494024)
H (-1.734127, 4.445928, 1.232787)
H (-1.727137, 2.190178, 0.199450)
H (-2.321995, 3.968145, -3.645593)
H (-2.339154, 6.187559, -2.653646)
C (2.936280, 2.104357, 1.817733)
C (1.567094, 1.956248, 2.497776)
C (0.922107, 3.342704, 2.617392)
C (1.760397, 1.366802, 3.902112)
C (0.707707, 1.070553, 1.697677)
C (0.005222, 0.335969, 1.030098)
H (3.583927, 2.771641, 2.394901)
H (2.815779, 2.513658, 0.813552)
H (3.424763, 1.131986, 1.729975)
H (1.559808, 4.014370, 3.200041)
H (-0.050959, 3.267628, 3.104860)
H (0.773385, 3.774854, 1.628776)
H (2.397123, 2.017382, 4.510626)
H (2.220979, 0.379858, 3.838951)
H (0.795190, 1.249494, 4.394754)

Forces on atoms 1 to 3 (eV/Å):
0.1 -0.4 0.4
0.0 0.1 0.1
-0.2 -0.1 -0.1

The computed Mulliken charges, all in e, follow: number 1, Cr, carries 0.00; number 2, S, carries -0.85; number 3, Sb, carries 0.16; number 4, S, carries -0.45; number 5, S, carries -0.58; number 6, C, carries -1.00; number 7, C, carries 1.25; number 8, O, carries -0.69; number 9, H, carries 0.29; number 10, H, carries -0.10; number 11, H, carries 0.36; number 12, C, carries -0.68; number 13, C, carries -0.79; number 14, N, carries 0.10; number 15, C, carries 0.06; number 16, N, carries 0.50; number 17, C, carries -0.70; number 18, C, carries -0.81; number 19, C, carries -0.69; number 20, N, carries 0.15; number 21, C, carries -0.65; number 22, H, carries 0.30; number 23, H, carries 0.37; number 24, H, carries 0.34; number 25, H, carries 0.39; number 26, H, carries -0.11; number 27, H, carries 0.16; number 28, H, carries -0.06; number 29, H, carries 0.43; number 30, H, carries 0.29; number 31, H, carries 0.29; number 32, H, carries 0.41; number 33, H, carries 0.31; number 34, H, carries 0.35; number 35, O, carries -0.51; number 36, C, carries 0.67; number 37, O, carries -0.59; number 38, C, carries 0.98; number 39, C, carries -0.73; number 40, C, carries -0.01; number 41, C, carries 0.11; number 42, S, carries -0.34; number 43, C, carries -0.94; number 44, C, carries -0.81; number 45, H, carries 0.29; number 46, H, carries 0.53; number 47, H, carries 0.23; number 48, H, carries 0.39; number 49, H, carries 0.20; number 50, C, carries -1.75; number 51, C, carries 2.06; number 52, C, carries -1.75; number 53, C, carries -1.77; number 54, C, carries 0.59; number 55, C, carries -0.53; number 56, H, carries 0.44; number 57, H, carries 0.33; number 58, H, carries 0.31; number 59, H, carries 0.45; number 60, H, carries 0.33; number 61, H, carries 0.34; number 62, H, carries 0.40; number 63, H, carries 0.33; number 64, H, carries 0.38


# 3
This record from the OMol25 dataset describes a single C8H10S2 molecule at a distorted geometry. The level of theory is wB97M-V/def2-TZVPD.

Summary:
HOMO   -8.769 eV
Gap between HOMO and LUMO   0.3447 Eh
SMILES   CSSCc1ccccc1
Energy above the lowest of the compared OMol25 structures with the same formula, charge and spin   0.000 eV
E_tot   -30127.0451 eV
E_LUMO   0.61 eV

CARTESIAN COORDINATES (ANGSTROEM)
C (-4.011703, 0.823377, -0.019556)
C (-0.765498, -0.235034, 0.512060)
C (0.609022, -0.159286, 0.090790)
C (1.318386, -1.370127, 0.159528)
C (2.656878, -1.499235, -0.187002)
C (3.383866, -0.265561, -0.457424)
C (2.677999, 0.918399, -0.365946)
C (1.287272, 1.014808, -0.207868)
H (-5.017222, 0.709075, 0.379491)
H (-3.482476, 1.264620, 0.778494)
H (-3.841660, 1.298833, -1.029879)
H (-0.882952, -1.024868, 1.302478)
H (-0.903817, 0.908552, 0.765033)
H (0.792360, -2.227471, 0.579173)
H (3.200247, -2.418650, -0.208390)
H (4.542009, -0.273039, -0.237315)
H (2.911350, 1.974574, -0.627708)
H (0.762513, 2.021102, -0.069001)
S (-3.572933, -0.869356, -0.140345)
S (-1.663644, -0.590722, -1.016610)

Forces on atoms 1 to 3 (eV/Å):
-0.6 0.0 -1.0
-0.9 2.6 0.5
2.5 -0.9 0.3

The computed Mulliken charges, all in e, follow: number 1, C, carries -0.76; number 2, C, carries -0.11; number 3, C, carries 0.32; number 4, C, carries -0.48; number 5, C, carries -0.44; number 6, C, carries -0.55; number 7, C, carries -0.36; number 8, C, carries -0.36; number 9, H, carries 0.33; number 10, H, carries 0.27; number 11, H, carries 0.27; number 12, H, carries 0.47; number 13, H, carries 0.20; number 14, H, carries 0.26; number 15, H, carries 0.41; number 16, H, carries 0.25; number 17, H, carries 0.27; number 18, H, carries 0.21; number 19, S, carries -0.12; number 20, S, carries -0.09


# 4
This record from the OMol25 dataset describes a single C7H14 molecule at a distorted geometry. The level of theory is wB97M-V/def2-TZVPD.

Summary:
HOMO   -8.807 eV
Gap between HOMO and LUMO   0.3651 Eh
SMILES   C/C=C(\C)CCC
Energy above the lowest of the compared OMol25 structures with the same formula, charge and spin   0.830 eV
E_tot   -7485.4640 eV
E_LUMO   1.13 eV

CARTESIAN COORDINATES (ANGSTROEM)
C (1.740058, 0.689049, -1.598495)
C (0.564948, 1.582757, -1.180095)
C (0.143870, 1.380225, 0.275466)
C (-0.304224, -0.012719, 0.650723)
C (-0.669456, -0.932015, -0.231487)
C (-1.255057, -2.271549, 0.071098)
C (-0.575680, -0.174997, 2.129586)
H (2.556024, 1.323222, -1.967496)
H (1.448101, -0.039610, -2.344728)
H (2.230019, 0.178103, -0.762266)
H (-0.312736, 1.356001, -1.789999)
H (0.787229, 2.637153, -1.357965)
H (-0.584449, 2.107305, 0.623216)
H (1.062221, 1.534754, 0.842695)
H (-0.493921, -0.784493, -1.290525)
H (-0.803637, -3.067224, -0.530477)
H (-2.323127, -2.314753, -0.186095)
H (-1.239069, -2.591039, 1.117497)
H (-1.633103, -0.045189, 2.376340)
H (-0.032955, 0.605675, 2.668983)
H (-0.305053, -1.160647, 2.484024)

Forces on atoms 1 to 3 (eV/Å):
0.7 0.7 0.3
-0.8 -0.3 0.1
1.3 -0.6 -0.2

The computed Mulliken charges, all in e, follow: number 1, C, carries -1.08; number 2, C, carries -0.75; number 3, C, carries -0.91; number 4, C, carries 0.98; number 5, C, carries 0.04; number 6, C, carries -1.37; number 7, C, carries -1.68; number 8, H, carries 0.34; number 9, H, carries 0.28; number 10, H, carries 0.32; number 11, H, carries 0.35; number 12, H, carries 0.43; number 13, H, carries 0.42; number 14, H, carries 0.39; number 15, H, carries 0.20; number 16, H, carries 0.33; number 17, H, carries 0.29; number 18, H, carries 0.31; number 19, H, carries 0.29; number 20, H, carries 0.38; number 21, H, carries 0.44


# 5
This record from the OMol25 dataset describes a molecular structure, C4H8O3. The level of theory is wB97M-V/def2-TZVPD.

Summary:
HOMO   -9.402 eV
Gap between HOMO and LUMO   0.3687 Eh
Energy above the lowest of the compared OMol25 structures with the same formula, charge and spin   6.734 eV
E_tot   -10414.2694 eV
E_LUMO   0.63 eV

CARTESIAN COORDINATES (ANGSTROEM)
O (-2.620435, -0.221978, -0.413526)
C (-1.725000, -0.474092, 0.512144)
C (0.008520, 0.043790, -0.182861)
C (1.093922, -0.735419, 0.517570)
O (2.359095, -0.189291, 0.238474)
C (0.165853, 1.428668, -0.600332)
O (0.290706, 0.356363, -1.551033)
H (-1.249342, -0.244318, -0.644294)
H (-1.613547, 0.193104, 1.388680)
H (-1.493697, -1.526429, 0.769184)
H (0.953659, -0.689950, 1.602509)
H (1.029934, -1.791260, 0.210843)
H (2.423947, -0.134372, -0.726659)
H (1.097968, 1.941363, -0.378191)
H (-0.721582, 2.043825, -0.742505)

Forces on atoms 1 to 3 (eV/Å):
-0.1 -0.1 0.0
0.1 -0.2 0.4
0.2 0.0 0.1

The computed Mulliken charges, all in e, follow: number 1, O, carries -0.69; number 2, C, carries -0.29; number 3, C, carries 0.87; number 4, C, carries -0.67; number 5, O, carries -0.54; number 6, C, carries -0.59; number 7, O, carries -0.50; number 8, H, carries 0.25; number 9, H, carries 0.31; number 10, H, carries 0.28; number 11, H, carries 0.34; number 12, H, carries 0.30; number 13, H, carries 0.34; number 14, H, carries 0.28; number 15, H, carries 0.32


# 6
This record from the OMol25 dataset describes a molecular structure, C10H19F4NO4Si2 at a distorted geometry. The level of theory is wB97M-V/def2-TZVPD.

Summary:
HOMO   -9.774 eV
Gap between HOMO and LUMO   0.3874 Eh
E_tot   -46985.5745 eV
E_LUMO   0.77 eV

CARTESIAN COORDINATES (ANGSTROEM)
C (4.449744, 1.091511, 0.878451)
C (4.886676, 0.393290, -0.441513)
C (3.689544, 0.069249, -1.299953)
O (3.241888, 0.901117, -1.972928)
O (3.182153, -1.181415, -1.268328)
C (1.788760, -1.206188, -0.911664)
C (0.855739, -0.992894, -2.108226)
Si (-0.768307, -1.942782, -2.027557)
O (-2.063878, -1.084659, -1.344172)
Si (-1.788390, -0.220889, 0.036950)
N (-3.025344, 1.052713, 0.081422)
C (-3.346574, 1.429602, -1.330422)
C (-2.572586, 2.193321, 0.797776)
C (-3.162170, 2.421010, 2.175559)
O (-1.808501, 2.975579, 0.366892)
C (-2.056930, -1.256798, 1.638192)
F (-3.206334, -1.932865, 1.519375)
F (-2.178170, -0.416229, 2.685241)
C (-0.961788, -2.231565, 2.033836)
F (0.207238, -1.613211, 2.096578)
F (-0.913778, -3.284979, 1.241100)
H (5.088040, 1.954849, 1.016414)
H (4.566188, 0.395790, 1.700596)
H (3.433244, 1.456052, 0.796470)
H (5.444789, 1.117328, -1.017817)
H (5.520085, -0.469846, -0.256940)
H (1.553665, -2.139754, -0.412108)
H (1.642105, -0.426939, -0.165035)
H (0.682687, 0.059839, -2.309794)
H (1.380716, -1.386759, -2.979783)
H (-0.575207, -3.256124, -1.377926)
H (-1.174022, -2.240025, -3.417320)
H (-0.490690, 0.471469, 0.042583)
H (-3.906486, 2.358179, -1.367520)
H (-3.983442, 0.644117, -1.719899)
H (-2.464632, 1.508645, -1.965506)
H (-3.798109, 1.575768, 2.427013)
H (-2.391988, 2.506966, 2.934256)
H (-3.799284, 3.299160, 2.184046)
H (-1.176653, -2.591631, 3.041660)

Forces on atoms 1 to 3 (eV/Å):
0.4 -0.5 -0.7
0.0 -0.2 0.2
2.1 -1.7 1.6

The computed Mulliken charges, all in e, follow: number 1, C, carries -1.04; number 2, C, carries -0.38; number 3, C, carries 0.49; number 4, O, carries -0.49; number 5, O, carries -0.47; number 6, C, carries -0.20; number 7, C, carries -0.84; number 8, Si, carries 0.41; number 9, O, carries -0.19; number 10, Si, carries -0.07; number 11, N, carries 0.22; number 12, C, carries -0.96; number 13, C, carries 0.50; number 14, C, carries -1.17; number 15, O, carries -0.49; number 16, C, carries 0.89; number 17, F, carries -0.30; number 18, F, carries -0.28; number 19, C, carries 0.02; number 20, F, carries -0.23; number 21, F, carries -0.24; number 22, H, carries 0.33; number 23, H, carries 0.26; number 24, H, carries 0.31; number 25, H, carries 0.31; number 26, H, carries 0.35; number 27, H, carries 0.34; number 28, H, carries 0.23; number 29, H, carries 0.29; number 30, H, carries 0.53; number 31, H, carries -0.13; number 32, H, carries -0.23; number 33, H, carries 0.02; number 34, H, carries 0.36; number 35, H, carries 0.30; number 36, H, carries 0.34; number 37, H, carries 0.30; number 38, H, carries 0.28; number 39, H, carries 0.36; number 40, H, carries 0.26